No. 1
79
Properties=species:S:1:pos:R:3:forces:R:3 method="wB97M-V/def2-TZVPD" gap_ev="5.07 / 5.28" s_squared=2.38 max_force_ev_per_a=1.50 e_homo_ha="-0.2401 / -0.2495" total_charge=0 spin_multiplicity=3
V 0.8205 -1.0760 0.2887 0.986 1.034 -0.459
C 1.4443 2.2849 5.9438 0.084 0.000 0.001
C 2.8204 2.1054 5.7113 -0.064 0.017 0.025
C 3.2684 1.3923 4.6196 -0.055 -0.028 -0.020
C 2.3090 0.8721 3.7516 0.156 0.038 0.070
C 2.4264 0.0601 2.5625 0.100 -0.131 0.064
N 1.2125 -0.1457 2.0353 -0.524 -0.219 0.208
C 0.2381 0.3765 2.9074 -0.216 0.014 0.029
N -1.0712 0.2261 2.8530 0.273 -0.043 -0.117
C -1.6737 -0.3043 1.7858 -0.212 0.198 0.097
C -3.0627 -0.5643 1.5105 0.070 -0.037 0.100
C -4.2209 -0.4855 2.2937 0.000 0.028 -0.038
C -5.4246 -0.8016 1.7104 -0.022 -0.020 -0.049
C -5.5135 -1.1953 0.3539 -0.006 0.024 0.080
C -4.3951 -1.2768 -0.4362 0.020 0.047 0.020
C -3.1519 -0.9670 0.1421 -0.055 0.134 -0.042
C -1.8311 -0.8848 -0.3695 0.054 -0.230 -0.111
N -1.2812 -0.8614 -1.6749 0.114 -0.204 0.202
C -0.1620 -1.7413 -2.0783 -0.263 -0.213 0.388
N 0.5620 -2.5097 -1.0767 -0.408 -0.183 -0.183
C 1.3974 -3.2857 -1.6878 0.355 -0.116 -0.097
N 2.5605 -3.7771 -1.1453 -0.293 0.058 -0.124
C 3.1209 -3.0834 -0.2055 0.222 0.197 0.120
N 2.6877 -1.9065 0.3993 -0.204 -0.162 0.183
C 3.6422 -1.4995 1.3192 0.001 -0.171 -0.191
N 3.5812 -0.5587 2.2052 -0.038 0.101 0.086
C 4.7944 -2.4173 1.2300 0.013 0.172 0.151
C 6.0014 -2.4262 1.9044 0.025 -0.051 -0.032
C 6.8629 -3.4850 1.6471 -0.019 -0.005 -0.018
C 6.5158 -4.5000 0.7525 0.007 0.017 0.011
C 5.2985 -4.4823 0.0838 0.028 0.016 0.008
C 4.4519 -3.4207 0.3428 -0.119 -0.105 -0.149
C 1.0553 -3.3824 -3.1171 0.044 0.024 0.101
C 1.5863 -4.1487 -4.1419 -0.015 -0.008 -0.036
C 1.0759 -3.9545 -5.4160 -0.022 0.030 0.027
C 0.0818 -3.0014 -5.6536 0.026 -0.029 -0.018
C -0.4305 -2.2160 -4.6309 0.011 -0.025 0.028
C 0.0640 -2.4262 -3.3556 -0.019 0.121 -0.108
N -1.0055 -0.5487 0.6288 -0.020 -0.114 -0.021
C 0.9421 1.0481 3.9816 -0.058 0.039 0.035
C 0.4938 1.7603 5.0922 0.006 -0.021 -0.016
H 1.1295 2.8487 6.8124 -0.002 0.001 0.006
H 3.5333 2.5336 6.4036 -0.004 0.004 0.005
H 4.3226 1.2398 4.4331 0.007 -0.005 -0.009
H -4.1636 -0.1804 3.3300 0.021 -0.004 0.005
H -6.3306 -0.7495 2.3006 -0.008 -0.003 -0.012
H -6.4841 -1.4341 -0.0602 -0.005 -0.002 -0.007
H -4.4621 -1.5706 -1.4754 0.011 -0.006 -0.008
H 6.2521 -1.6388 2.6016 0.001 0.004 0.008
H 7.8198 -3.5300 2.1503 0.005 -0.003 0.001
H 7.2098 -5.3120 0.5801 0.002 -0.001 0.000
H 5.0176 -5.2606 -0.6126 -0.005 -0.001 0.000
H 2.3678 -4.8706 -3.9480 0.007 -0.002 0.014
H 1.4547 -4.5423 -6.2410 0.003 -0.005 -0.014
H -0.2882 -2.8697 -6.6621 -0.006 0.003 -0.004
H -1.1860 -1.4652 -4.8159 -0.004 0.006 -0.006
H -0.5638 1.8950 5.2731 -0.010 -0.007 -0.015
N 0.3127 0.6953 -2.6111 -0.041 -0.011 0.003
C 0.1000 -0.3265 -1.6288 0.005 -0.317 -0.261
C -5.4211 6.0502 -1.3370 -0.032 0.029 -0.006
C -4.1898 5.1955 -1.2180 0.005 -0.027 0.018
C -2.9260 5.7171 -1.4661 0.019 0.014 -0.007
C -1.7872 4.9295 -1.3509 -0.071 -0.010 0.026
C -1.9236 3.6036 -0.9833 -0.057 0.104 -0.078
C -3.1743 3.0601 -0.7124 0.040 -0.002 -0.001
C -4.2976 3.8563 -0.8393 -0.024 0.011 -0.002
S -0.4735 2.5878 -0.8167 0.316 0.105 0.182
C -0.5926 1.7978 -2.4723 -0.007 0.251 -0.065
O 0.7320 3.4700 -0.9183 -0.167 -0.164 0.016
H -5.1722 7.0597 -1.6612 0.009 -0.002 -0.008
H -5.9422 6.1254 -0.3810 0.008 -0.017 0.006
H -6.1226 5.6269 -2.0576 -0.001 -0.001 -0.001
H -2.8290 6.7585 -1.7490 0.007 0.003 -0.004
H -0.7962 5.3289 -1.5229 0.022 0.002 -0.007
H -3.2673 2.0259 -0.3955 -0.002 -0.017 0.004
H -5.2749 3.4380 -0.6281 -0.004 -0.004 -0.002
H -0.3201 2.6037 -3.1572 -0.071 -0.033 -0.032
H -1.6263 1.4932 -2.6324 0.025 -0.092 0.028
H 1.2714 1.0181 -2.5978 0.046 0.003 0.024

No. 2
92
Properties=species:S:1:pos:R:3:forces:R:3 method="wB97M-V/def2-TZVPD" de_lowest_kcal_mol=100.3 gap_ev=4.36 max_force_ev_per_a=2.81 e_homo_ha=-0.0101 total_charge=-2
Ba -1.8405 1.6734 0.3384 1.280 -0.680 -2.303
O 1.2468 1.3637 1.7575 -0.608 0.638 -0.163
C 1.9855 0.4842 2.0404 0.264 -0.484 -0.177
C 2.8746 -0.4318 2.3308 0.325 -0.314 0.420
C 3.7166 -0.2495 3.5445 -0.203 -0.056 -0.323
C 4.5918 -1.2016 3.9197 0.302 -0.112 0.301
C 4.7864 -2.4310 3.2169 -0.128 0.327 0.030
C 4.0125 -2.6148 2.0895 0.041 -0.352 -0.339
C 3.0752 -1.7178 1.5928 0.237 0.109 0.336
P 2.0253 -2.0065 0.2104 -0.581 0.096 -0.402
C 2.2418 -3.7814 -0.1976 0.053 -0.024 0.139
C 1.3335 -4.6807 0.3579 -0.066 -0.047 0.068
C 1.4306 -6.0419 0.1167 0.078 0.012 -0.070
C 2.4405 -6.5304 -0.7042 -0.049 0.008 0.037
C 3.3454 -5.6464 -1.2724 0.002 -0.011 -0.014
C 3.2460 -4.2853 -1.0180 0.100 0.073 -0.091
C 2.8827 -1.2646 -1.2456 0.210 0.038 0.110
C 2.2888 -1.2934 -2.5060 -0.125 -0.022 -0.019
C 2.8992 -0.7003 -3.5967 0.107 0.078 -0.009
C 4.1179 -0.0461 -3.4397 -0.096 -0.016 -0.081
C 4.7107 0.0023 -2.1903 -0.019 0.037 0.093
C 4.0968 -0.6034 -1.1002 0.033 0.010 -0.019
H 3.5961 0.6504 4.1284 -0.022 0.109 0.044
H 5.1715 -1.0100 4.8198 0.015 -0.023 0.006
H 5.4850 -3.1798 3.5541 0.053 -0.048 0.054
H 4.1278 -3.5484 1.5407 -0.008 0.049 0.017
H 0.5377 -4.3032 0.9890 -0.043 0.030 0.030
H 0.7135 -6.7185 0.5613 -0.046 -0.051 0.028
H 2.5170 -7.5921 -0.9019 0.004 -0.039 -0.007
H 4.1365 -6.0157 -1.9138 0.018 -0.015 -0.014
H 3.9575 -3.5988 -1.4637 -0.003 -0.039 0.013
H 1.3299 -1.7831 -2.6336 -0.058 -0.037 0.032
H 2.4185 -0.7259 -4.5666 -0.018 -0.009 -0.039
H 4.5891 0.4384 -4.2851 0.013 0.017 -0.052
H 5.6469 0.5282 -2.0541 0.061 0.014 -0.002
H 4.5543 -0.5750 -0.1181 0.020 0.015 0.034
N -0.8103 -0.1143 3.5135 -0.104 0.079 0.552
C -1.3712 -1.1125 2.8433 0.051 -0.272 -0.418
N -1.9450 -2.1108 3.5355 -0.015 -0.067 0.060
C -2.4234 -3.0980 2.7924 0.028 0.076 -0.127
N -2.9810 -4.1654 3.4444 -0.088 -0.004 0.080
N -2.4059 -3.1731 1.4522 0.176 0.298 0.246
C -1.8571 -2.0976 0.8890 0.041 -0.038 -1.211
N -1.3132 -1.0610 1.4918 -0.275 -0.032 0.417
C -1.8827 -2.0470 -0.6369 0.090 -0.008 1.101
C -2.4625 -3.0756 -1.3590 0.059 0.087 -0.295
C -2.5182 -2.9388 -2.7382 -0.027 -0.058 0.095
C -2.0018 -1.7954 -3.3242 0.081 0.099 -0.054
C -1.4281 -0.8277 -2.5087 -0.032 -0.286 0.080
N -1.3597 -0.9585 -1.1888 -0.140 0.279 -0.182
H -1.0155 -0.0446 4.4951 0.075 -0.038 -0.026
H -0.4802 0.7160 3.0435 0.030 0.038 -0.167
H -3.2674 -3.9770 4.3909 0.032 -0.019 -0.022
H -3.6096 -4.7173 2.8830 0.063 0.048 0.036
H -2.8652 -3.9330 -0.8426 -0.001 0.003 0.022
H -2.9752 -3.7145 -3.3411 0.017 0.035 -0.028
H -2.0411 -1.6358 -4.3933 -0.017 -0.039 -0.018
H -1.0034 0.0785 -2.9252 -0.005 0.070 -0.038
I 1.3067 2.8930 -1.2651 0.144 -0.272 0.245
C 0.3895 3.4873 -3.0320 -0.373 0.140 -0.227
C 1.1634 3.6050 -4.1511 -0.115 0.037 -0.092
C 0.5853 4.0781 -5.3531 0.216 -0.060 0.032
C -0.7222 4.4519 -5.3766 -0.150 0.019 0.079
C -1.5313 4.3464 -4.2149 -0.161 0.151 -0.238
C -2.8764 4.7995 -4.2283 0.145 -0.044 -0.088
C -3.6275 4.7054 -3.0966 -0.070 -0.064 0.246
C -3.0942 4.0979 -1.9276 -0.089 0.093 -0.275
C -1.8095 3.6051 -1.8343 0.215 0.069 -0.068
C -1.0093 3.8090 -3.0109 0.243 -0.144 0.245
H 2.2101 3.3433 -4.1137 0.094 -0.014 -0.026
H 1.1966 4.1587 -6.2452 0.016 -0.009 0.015
H -1.1692 4.8448 -6.2834 -0.009 0.018 -0.042
H -3.2797 5.2236 -5.1425 0.003 0.014 -0.003
H -4.6475 5.0790 -3.0963 -0.022 -0.016 0.014
H -3.7676 4.0233 -1.0743 -0.075 -0.073 0.031
F -5.4095 0.4803 1.0410 -0.185 -0.041 0.023
B -4.4110 0.5147 0.1002 -0.880 -0.424 -0.002
F -4.8119 -0.2849 -0.9473 -0.099 -0.090 -0.086
F -3.4169 3.7980 5.2964 -0.144 0.169 0.156
C -2.8834 2.9005 4.4495 0.088 0.068 -0.109
F -2.0792 2.1129 5.1814 0.209 -0.069 0.184
F -3.8681 2.1327 4.0089 -0.224 -0.111 -0.133
C -2.0975 3.5476 3.2688 0.143 -0.539 -0.319
O -1.7696 2.6007 2.3693 -0.066 1.287 2.500
C -0.8098 4.2268 3.8134 -0.134 -0.071 -0.104
F 0.0639 3.3201 4.2444 0.129 -0.215 0.123
F -1.0529 5.0650 4.8375 -0.008 0.195 0.255
F -0.2029 4.9302 2.8605 0.086 0.198 -0.176
C -2.9946 4.5987 2.5587 0.038 -0.168 -0.084
F -3.2843 5.6647 3.3151 -0.074 0.372 0.199
F -2.4084 5.0357 1.4467 0.124 0.129 -0.125
F -4.1527 4.0449 2.1834 -0.199 -0.069 0.079